No. 1
DFT (wB97M-V/def2-TZVPD) results for a cluster of 5 separate species, C28H26F32O11 in total.

Total energy   -138938.7894 eV
Orbital gap   0.353 hartree
HOMO level   -10.3 eV
F_max   0.0132 Eh/bohr
E_LUMO   -0.67 eV

Geometry as XYZ:
```
97
Properties=species:S:1:pos:R:3:lowdin_charge:R:1
O 3.1565 1.8380 2.0133 0.179
C 2.4888 2.7585 2.3587 -0.347
O 2.5765 3.3283 3.6052 0.155
C 2.1018 4.6459 3.4689 -0.359
O 2.4460 5.5233 4.1820 0.208
C 1.2545 4.6894 2.2490 -0.019
C 0.3112 5.8006 1.9469 -0.107
O -0.5588 5.9757 3.0573 -0.057
C -1.8724 5.6423 2.7654 -0.253
O -1.9727 4.2391 2.7107 -0.082
C -3.0999 3.8029 1.9815 -0.203
C -3.1663 2.2953 1.9771 -0.234
O -3.2004 1.7963 3.3043 -0.045
C 1.5027 3.5679 1.5750 -0.162
O 0.9982 3.1109 0.4163 0.123
H -0.2657 5.5450 1.0540 0.119
H 0.8414 6.7397 1.7735 0.146
H -2.4990 6.0429 3.5669 0.147
H -2.1924 6.0760 1.8042 0.135
H -4.0319 4.2191 2.3828 0.136
H -3.0042 4.1325 0.9370 0.111
H -2.3116 1.8907 1.4263 0.120
H -4.0757 2.0021 1.4404 0.121
H -2.6540 1.0090 3.3541 0.085
H 0.9346 3.8330 -0.2199 0.118
C 1.3332 -0.6304 -0.6467 -0.041
C 0.0025 -1.3688 -0.8192 -0.432
C 0.0300 -2.6626 -1.6318 -0.301
F 0.3954 -2.4249 -2.9071 0.102
F -1.2171 -3.2007 -1.6459 0.090
F -0.9436 -0.5340 -1.3045 0.131
F -0.3857 -1.7473 0.4345 0.107
O 1.5575 0.4831 -1.4910 0.050
C 2.1504 0.3470 -2.7104 -0.548
C 1.2276 0.8233 -3.8401 -0.289
F 0.0912 0.0988 -3.8617 0.099
F 1.8595 0.6623 -5.0235 0.102
F 2.5927 -0.8997 -2.9362 0.161
F 3.2282 1.1727 -2.7369 0.140
H 1.2841 -0.2002 0.3528 0.142
H 2.1767 -1.3204 -0.6487 0.134
H 0.7168 -3.3833 -1.1830 0.157
H 0.9832 1.8782 -3.6991 0.168
C 4.0857 -2.3004 5.1118 -0.042
C 2.7081 -2.9744 5.0773 -0.442
C 2.6130 -4.3444 4.3989 -0.305
F 2.9268 -4.2543 3.0901 0.093
F 1.3402 -4.7909 4.4987 0.097
F 1.7876 -2.1392 4.5567 0.138
F 2.3743 -3.2075 6.3834 0.099
O 4.3209 -1.3090 4.1360 0.058
C 4.8594 -1.6148 2.9191 -0.540
C 3.9054 -1.2378 1.7837 -0.272
F 2.7369 -1.9154 1.9087 0.084
F 4.4607 -1.5941 0.5974 0.094
F 5.2353 -2.9056 2.8371 0.149
F 5.9706 -0.8607 2.7563 0.151
H 4.1073 -1.7620 6.0582 0.151
H 4.8847 -3.0419 5.1423 0.148
H 3.2788 -5.0626 4.8844 0.173
H 3.6891 -0.1721 1.7828 0.134
C -3.3659 5.3302 -4.4727 -0.042
C -2.3748 5.6161 -3.3384 -0.442
C -2.0909 4.4782 -2.3561 -0.290
F -3.2075 4.1252 -1.6913 0.095
F -1.1772 4.9069 -1.4435 0.079
F -2.7381 6.7219 -2.6608 0.142
F -1.1717 5.8657 -3.9393 0.101
O -4.6837 5.7920 -4.2743 0.054
C -5.6345 5.0113 -3.6782 -0.545
C -6.1819 5.6694 -2.4044 -0.283
F -5.1855 5.8601 -1.5149 0.096
F -7.0975 4.8468 -1.8497 0.104
F -5.1888 3.7665 -3.4315 0.151
F -6.6762 4.9074 -4.5353 0.147
H -2.9956 5.9093 -5.3174 0.152
H -3.3397 4.2797 -4.7639 0.150
H -1.6828 3.6055 -2.8716 0.173
H -6.6444 6.6278 -2.6461 0.176
C -0.8086 -6.7619 -2.1408 -0.043
C -1.1839 -8.2314 -1.9186 -0.443
C -1.0686 -8.7731 -0.4913 -0.305
F 0.2116 -8.7230 -0.0676 0.095
F -1.4688 -10.0639 -0.4824 0.100
F -0.5013 -9.0240 -2.7677 0.141
F -2.5127 -8.3278 -2.2271 0.101
O 0.4872 -6.5223 -2.6516 0.054
C 1.5607 -6.3413 -1.8315 -0.543
C 2.6584 -7.3789 -2.0953 -0.283
F 2.1839 -8.6193 -1.8725 0.104
F 3.6835 -7.1506 -1.2454 0.102
F 1.2136 -6.3100 -0.5324 0.150
F 2.0944 -5.1258 -2.1275 0.130
H -1.4786 -6.4156 -2.9260 0.152
H -1.0155 -6.1618 -1.2541 0.143
H -1.7019 -8.2007 0.1914 0.174
H 3.0090 -7.2988 -3.1258 0.177
```



No. 2
DFT (wB97M-V/def2-TZVPD) results for a structure of composition C9H24CsO9S3 in a non-equilibrium geometry.

Total energy   -61196.2495 eV
Orbital gap   0.405 hartree
ΔE to the lowest compared entry with this formula, charge and spin   19.5 kcal per mole
HOMO level   -13.6 eV
F_max   0.0742 Eh/bohr
Total charge   +1
E_LUMO   -2.58 eV

Geometry as XYZ:
```
46
Properties=species:S:1:pos:R:3:lowdin_charge:R:1
Cs 0.8737 0.2992 -2.2494 1.167
O -0.7178 -3.5505 1.0252 -0.291
S 0.2706 -2.7412 0.2630 0.708
O -0.0602 -2.3037 -1.1048 -0.461
O 0.9391 -1.5264 1.1669 -0.308
C 0.0558 -0.7205 2.0514 -0.225
C -0.2255 -1.3725 3.3649 -0.064
C 1.8015 -3.8271 0.1417 -0.075
H -0.8660 -0.5204 1.5052 0.109
H 0.6491 0.1657 2.2772 0.120
H 0.6370 -1.2870 4.0259 0.087
H -0.3854 -2.4468 3.2728 0.076
H -1.1161 -0.8488 3.7124 0.098
H 1.7428 -4.6369 0.8689 0.068
H 2.7546 -3.3255 0.3094 0.063
H 1.7733 -4.4173 -0.7742 0.070
O 3.4721 1.0022 -1.0538 -0.485
S 4.1680 1.5305 0.1400 0.716
O 5.5473 2.0808 0.0367 -0.281
O 3.1809 2.6746 0.8641 -0.270
C 3.4347 4.0378 0.6150 -0.273
C 2.6542 5.0343 1.5426 -0.047
C 4.1098 0.3273 1.4538 -0.103
H 3.0048 4.2607 -0.3616 0.114
H 4.5016 4.2604 0.5981 0.117
H 2.9123 4.8484 2.5851 0.074
H 1.5664 4.9986 1.4835 0.073
H 2.9823 6.0480 1.3124 0.082
H 4.7962 -0.4958 1.2550 0.085
H 3.1434 -0.1382 1.6471 0.054
H 4.4755 0.8906 2.3123 0.082
O -1.7029 -0.9014 -3.0720 -0.452
S -2.7212 -1.0349 -2.0279 0.677
O -2.5624 -0.4795 -0.6520 -0.322
O -4.1634 -0.5113 -2.6609 -0.277
C -4.7820 0.5726 -1.9604 -0.248
C -5.7953 1.1187 -3.0156 -0.053
C -3.1210 -2.8178 -2.0470 -0.084
H -4.0098 1.3050 -1.7249 0.116
H -5.4240 0.1433 -1.1913 0.124
H -6.2750 0.2944 -3.5433 0.082
H -5.2469 1.7884 -3.6780 0.076
H -6.6017 1.7191 -2.5943 0.078
H -4.0640 -3.0421 -1.5486 0.078
H -2.2840 -3.2717 -1.5164 0.045
H -3.3225 -3.1835 -3.0539 0.082
```



No. 3
DFT (wB97M-V/def2-TZVPD) results for an isolated molecule of C19H12ClF3N2O2 in a non-equilibrium geometry.

Total energy   -47643.5794 eV
Orbital gap   0.286 hartree
HOMO level   -8.5 eV
F_max   0.1531 Eh/bohr
E_LUMO   -0.75 eV

Geometry as XYZ:
```
39
Properties=species:S:1:pos:R:3:lowdin_charge:R:1
O 1.5749 0.6247 -2.0450 0.039
O -1.5068 -1.0578 3.1798 -0.057
F -1.9855 -1.8282 -3.1484 0.181
F -1.3609 -1.4776 -5.3238 0.141
F 0.1043 -1.5938 -3.7850 0.131
Cl 0.9851 -3.7663 2.8991 0.650
C 0.3489 0.5625 -1.7709 -0.216
C 2.6718 -1.0623 5.3026 -0.104
C -1.8666 3.1588 -3.4588 -0.042
C 2.5798 0.2152 4.7318 -0.023
C -2.7374 2.2762 -4.1183 -0.052
C 2.3296 -2.2095 4.6694 -0.116
C -0.8578 2.4984 -2.8139 -0.015
C 1.8407 0.2664 3.4891 -0.012
C -2.4692 0.8857 -4.2931 -0.009
C -1.4523 0.0754 -0.1543 0.068
C 1.5401 -2.1740 3.4772 -0.514
C -0.0240 0.2521 -0.3559 -0.064
C -0.5948 1.0983 -2.8925 -0.054
C 1.3137 -0.8810 2.9112 -0.207
C 0.8749 -0.0230 0.6774 -0.200
C -1.3455 0.2713 -3.7349 -0.078
C -1.8226 -0.6092 1.0517 -0.038
C 0.3976 -0.5802 1.8366 -0.115
N 2.2389 0.1621 0.4384 0.142
N -0.9580 -0.8192 2.0194 -0.163
C -1.1887 -1.2162 -4.0046 -0.559
H 3.0667 -1.3086 6.2275 0.084
H -2.0253 4.2193 -3.2244 0.123
H 2.9919 1.1521 5.2162 0.123
H -3.7411 2.6651 -4.4623 0.121
H 2.5891 -3.2237 4.9527 0.098
H -0.2778 2.9580 -2.2369 0.045
H 1.6710 1.2628 3.1088 0.120
H -2.9530 0.3042 -5.0534 0.112
H -2.3129 0.0628 -0.7607 0.099
H -2.9117 -0.8882 1.2024 0.158
H 2.4629 0.3142 -0.6017 0.101
H 2.8102 -0.5670 0.8473 0.103
```